{"formula": "C5H3P", "method": "ωB97M-V/def2-TZVPD", "spin_multiplicity": 1, "orbital_gap_ev": [7.894, 7.893], "homo_ev": [-8.5, -8.5], "lumo_energy_ev": [-0.6, -0.6], "symbols": ["C", "C", "C", "C", "C", "P", "H", "H", "H"], "xyz": [[0.5137, -0.6614, 1.6103], [1.3754, -1.6672, 1.6587], [-1.3833, -0.0428, 0.5600], [-0.8405, -0.1294, 1.7806], [0.0881, -0.1156, 0.2000], [1.0150, -1.6776, -0.2016], [-2.2173, 0.3630, 0.0750], [0.5966, 0.6389, -0.2776], [2.1423, -0.9264, -0.3761]], "forces_ev_per_a": [[1.48, -1.18, 1.08], [-0.78, 0.44, 0.62], [2.50, 0.06, 0.15], [0.28, -0.15, -0.84], [-3.60, -1.48, -0.78], [-0.58, -1.22, 0.72], [-1.02, 0.32, -0.23], [0.82, 2.57, -0.14], [0.90, 0.65, -0.59]], "nbo_charge": [-0.269, -0.262, -0.296, 0.123, -0.378, 0.633, 0.242, 0.234, -0.028]}